Below is C3H12CsN4O3 as an isolated structure, with properties calculated with ωB97M-V/def2-TZVPD.

Computed properties:
multiplicity	1
gap between HOMO and LUMO	9.905	eV
energy above the lowest of the compared OMol25 structures with the same formula, charge and spin	0.0000	eV
highest occupied orbital energy	-12.9	eV
total charge	+1

Geometry as XYZ:
```
23
Properties=species:S:1:pos:R:3:forces:R:3
Cs -26.199 -24.246 -13.807 0.07 0.07 0.12
C -26.031 -27.622 -16.085 -0.89 -0.59 0.04
O -26.491 -26.987 -14.856 0.79 0.06 -0.41
H -25.454 -26.973 -16.742 -0.19 0.41 0.29
H -25.445 -28.534 -15.976 0.08 0.12 0.66
H -26.954 -27.946 -16.564 0.16 0.18 -0.39
H -26.120 -27.412 -14.079 0.10 -0.39 -0.18
C -25.987 -24.339 -9.619 -0.83 -0.19 -0.87
O -26.076 -24.538 -10.828 0.25 -0.43 -1.09
N -24.906 -24.530 -8.901 2.63 -0.47 0.61
N -27.033 -23.953 -8.911 -1.46 0.77 0.56
H -24.851 -24.269 -7.932 0.05 -0.32 -0.09
H -24.174 -25.087 -9.312 0.13 0.33 0.17
H -26.879 -23.579 -7.990 -0.74 -0.10 -0.02
H -27.905 -23.935 -9.415 -0.07 0.44 0.49
C -26.085 -20.219 -13.348 -0.01 0.31 -0.07
O -26.604 -19.891 -14.373 -1.07 -0.30 -1.43
N -26.486 -21.201 -12.467 -0.24 -0.81 -0.70
N -24.990 -19.667 -12.848 1.41 0.61 0.81
H -27.299 -21.704 -12.786 -0.43 0.47 0.97
H -26.294 -20.883 -11.532 -1.01 -0.85 0.39
H -24.645 -20.222 -12.084 1.15 0.85 -0.11
H -24.507 -18.925 -13.326 0.10 -0.17 0.24
```
Forces are in eV/Å.

Atomic partial charges in e from the natural (NBO) method, atoms 1 to 2: number 1, Cs, carries 0.99; number 2, C, carries -0.26

***

Below is a 4-piece molecular cluster, C3H12IO3 overall, with properties calculated with ωB97M-V/def2-TZVPD.

Computed properties:
multiplicity	1
gap between HOMO and LUMO	6.374	eV
energy above the lowest of the compared OMol25 structures with the same formula, charge and spin	2.8714	eV
highest occupied orbital energy	-3.5	eV
total charge	-1

Geometry as XYZ:
```
19
Properties=species:S:1:pos:R:3:forces:R:3
I 1.043 -1.796 -2.347 -0.01 0.04 0.05
C -1.005 -4.350 3.980 1.05 -0.86 -1.05
O -1.689 -3.350 3.292 -0.85 0.66 -0.01
H -0.057 -3.950 4.338 -0.12 -0.13 0.95
H -1.629 -4.901 4.683 0.05 0.63 0.29
H -0.689 -5.090 3.244 0.04 -0.51 -0.03
H -1.110 -3.094 2.570 -0.17 0.23 -0.19
C 5.081 3.195 -4.280 -0.59 0.45 -0.03
O 5.620 2.111 -3.547 0.31 0.54 -0.18
H 4.493 3.903 -3.697 -0.31 -0.27 0.63
H 5.841 3.868 -4.676 0.53 -0.67 -0.19
H 4.418 2.865 -5.079 0.18 -0.09 -0.24
H 4.923 1.475 -3.367 -0.16 -0.01 0.02
C -4.488 1.594 1.038 0.78 -2.16 2.31
O -3.713 2.001 -0.003 0.23 1.73 -2.45
H -5.057 2.334 1.601 0.05 0.42 -0.76
H -5.086 0.708 0.827 -0.61 0.17 -0.27
H -3.725 1.213 1.718 -0.45 -0.22 1.18
H -3.172 1.264 -0.296 0.04 0.04 -0.03
```
Forces are in eV/Å.

Atomic partial charges in e from the natural (NBO) method, atoms 1 to 2: number 1, I, carries -1.00; number 2, C, carries -0.25

***

Below is a 2-piece molecular cluster, C3H12N2O overall, with properties calculated with ωB97M-V/def2-TZVPD.

Computed properties:
multiplicity	2
gap between HOMO and LUMO (spin up / spin down)	3.192 / 9.453	eV
energy above the lowest of the compared OMol25 structures with the same formula, charge and spin	0.4070	eV
highest occupied orbital energy (spin up / spin down)	1.1 / -5.4	eV
total charge	-1

Geometry as XYZ:
```
18
Properties=species:S:1:pos:R:3:forces:R:3
N -0.705 0.757 0.420 0.25 -1.15 -0.35
C 0.457 -0.096 -0.009 -0.35 2.34 0.88
C 1.658 0.767 0.416 0.52 -1.65 0.02
C 0.482 -1.501 0.557 0.61 -1.00 0.15
N -0.753 -1.956 1.186 -0.17 -0.24 0.54
H -1.507 0.380 -0.108 -0.24 0.27 0.27
H -0.851 0.500 1.393 -0.38 0.29 0.12
H 0.380 -0.065 -1.082 0.16 -0.46 -0.62
H 2.569 0.157 0.285 0.06 0.34 0.00
H 1.727 1.669 -0.171 -0.07 0.27 -0.14
H 1.574 1.000 1.480 0.01 0.10 -0.06
H 1.304 -1.635 1.280 -0.19 0.55 0.15
H 0.808 -2.228 -0.201 -0.25 0.23 -0.47
H -1.582 -1.452 0.907 0.04 0.10 -0.35
H -0.924 -2.934 0.979 0.04 0.02 -0.07
H -0.872 2.563 -2.762 0.25 -0.40 0.61
H -1.972 1.765 -1.896 0.65 -0.11 0.17
O -1.793 2.310 -2.674 -0.95 0.51 -0.84
```
Forces are in eV/Å.

Atomic partial charges in e from the natural (NBO) method, atoms 1 to 2: number 1, N, carries -0.90; number 2, C, carries -0.28

***

Below is C3H12N2O as an isolated structure, with properties calculated with ωB97M-V/def2-TZVPD.

Computed properties:
multiplicity	1
gap between HOMO and LUMO	7.394	eV
energy above the lowest of the compared OMol25 structures with the same formula, charge and spin	4.7187	eV
highest occupied orbital energy	-6.7	eV

Geometry as XYZ:
```
18
Properties=species:S:1:pos:R:3:forces:R:3
C 2.149 0.942 -0.168 0.15 -0.81 -0.14
N 1.387 -0.226 -0.566 0.12 2.00 -2.46
O 1.500 -1.158 0.513 -0.97 -0.15 0.47
H 1.865 -1.960 0.119 -0.05 0.30 -0.12
H 0.183 0.296 -0.903 2.32 -2.71 2.69
H 1.811 1.371 0.784 0.04 0.15 0.14
H 2.035 1.682 -0.959 0.03 0.14 -0.05
H 3.207 0.676 -0.081 0.15 0.28 0.13
C -1.587 -1.167 -0.579 -0.04 -0.10 -0.02
C -1.157 0.638 1.035 0.18 0.00 0.12
N -1.063 0.169 -0.338 -4.34 4.29 -3.81
H -1.740 0.976 -1.049 2.29 -3.18 2.81
H -2.659 -1.233 -0.365 0.09 -0.09 0.09
H -1.028 -1.865 0.044 -0.04 0.02 0.03
H -1.418 -1.428 -1.621 0.02 -0.03 -0.02
H -2.169 0.536 1.439 0.09 -0.12 0.04
H -0.877 1.689 1.072 0.06 -0.01 0.03
H -0.439 0.062 1.623 -0.10 0.01 0.06
```
Forces are in eV/Å.

Atomic partial charges in e from the natural (NBO) method, atoms 1 to 2: number 1, C, carries -0.44; number 2, N, carries -0.48

***

Below is a 2-piece molecular cluster, C3H12N2O overall, with properties calculated with ωB97M-V/def2-TZVPD.

Computed properties:
multiplicity	1
gap between HOMO and LUMO	9.759	eV
energy above the lowest of the compared OMol25 structures with the same formula, charge and spin	0.3300	eV
highest occupied orbital energy	-9.0	eV

Geometry as XYZ:
```
18
Properties=species:S:1:pos:R:3:forces:R:3
N 0.018 -1.076 -1.175 0.72 0.18 0.31
C -0.688 0.146 -0.782 -1.49 -1.04 -0.01
C -2.136 -0.132 -0.264 0.83 0.84 -0.18
C 0.054 0.933 0.281 -0.32 0.08 -1.20
N 1.233 1.617 -0.230 0.78 -0.04 0.09
H 0.419 -1.523 -0.359 -0.13 -0.12 0.03
H -0.577 -1.763 -1.615 -0.15 0.12 -0.08
H -0.862 0.707 -1.698 0.43 0.42 -0.09
H -2.161 -0.323 0.806 0.04 -0.37 0.09
H -2.684 0.801 -0.419 -0.33 -0.19 -0.02
H -2.581 -0.939 -0.835 -0.24 -0.07 0.05
H 0.254 0.215 1.076 0.05 0.38 0.35
H -0.667 1.691 0.594 0.06 -0.05 0.55
H 1.449 1.366 -1.186 -0.23 -0.14 -0.04
H 2.076 1.412 0.296 -0.24 0.05 0.15
H 2.912 -1.201 2.296 -0.23 0.06 -0.09
H 1.903 -1.077 1.144 0.19 -0.01 0.03
O 2.037 -0.855 2.071 0.24 -0.11 0.06
```
Forces are in eV/Å.

Atomic partial charges in e from the natural (NBO) method, atoms 1 to 2: number 1, N, carries -0.84; number 2, C, carries -0.05

***

Below is a 3-piece molecular cluster, C3H12N2O2 overall, with properties calculated with ωB97M-V/def2-TZVPD.

Computed properties:
multiplicity	2
gap between HOMO and LUMO (spin up / spin down)	2.628 / 6.758	eV
energy above the lowest of the compared OMol25 structures with the same formula, charge and spin	1.2420	eV
highest occupied orbital energy (spin up / spin down)	0.4 / -3.8	eV
total charge	-1

Geometry as XYZ:
```
19
Properties=species:S:1:pos:R:3:forces:R:3
C 0.083 0.014 -0.718 2.01 -0.43 -0.30
C 1.165 -0.714 0.145 1.16 -0.08 0.71
N -0.775 -2.252 1.531 -1.61 0.07 -0.98
C 0.012 -1.240 2.141 -0.15 -0.22 1.50
N 1.001 -0.525 1.576 0.93 0.56 -1.08
H 0.487 0.929 -1.170 -0.31 0.21 0.75
H -0.740 0.163 -0.030 -0.54 0.13 -0.55
H -0.024 -0.612 -1.597 -1.10 -0.40 -0.14
H 2.212 -0.414 -0.107 -0.74 0.44 -0.05
H 1.240 -1.793 -0.089 -0.67 -0.02 -0.23
H -0.385 -3.098 1.133 0.76 -0.12 0.12
H -1.363 -1.878 0.769 0.31 -0.19 0.48
H 0.073 -1.368 3.237 -0.07 0.20 -0.44
H 1.472 1.371 1.272 -0.16 -0.27 0.17
H 1.535 2.923 1.413 -0.11 0.02 0.26
O 1.706 2.207 0.804 0.25 0.09 -0.23
H -2.484 1.460 -3.046 0.45 -0.42 0.68
H -2.908 2.451 -4.003 -0.04 0.60 -0.32
O -2.305 2.377 -3.260 -0.38 -0.16 -0.35
```
Forces are in eV/Å.

Atomic partial charges in e from the natural (NBO) method, atoms 1 to 2: number 1, C, carries -0.68; number 2, C, carries -0.24

***

Below is a 3-piece molecular cluster, C3H12N2O2 overall, with properties calculated with ωB97M-V/def2-TZVPD.

Computed properties:
multiplicity	1
gap between HOMO and LUMO	7.568	eV
energy above the lowest of the compared OMol25 structures with the same formula, charge and spin	2.4905	eV
highest occupied orbital energy	-6.8	eV

Geometry as XYZ:
```
19
Properties=species:S:1:pos:R:3:forces:R:3
C -1.813 -1.993 -0.156 0.72 -1.17 1.71
C -0.442 -1.638 -0.713 -1.38 2.43 1.76
C -0.323 -0.438 -1.361 0.14 -2.72 -0.88
N 0.772 -0.228 -2.202 0.77 1.61 -0.34
N 0.634 -2.202 0.030 0.50 -0.51 -0.92
H -2.591 -2.288 -0.858 0.15 0.52 -0.20
H -1.644 -2.905 0.449 -0.22 0.01 -0.32
H -2.188 -1.334 0.642 -0.09 0.36 -0.65
H -1.123 0.290 -1.352 -0.16 -0.27 -0.61
H 1.368 -1.013 -2.410 -0.23 -0.19 0.31
H 0.527 0.205 -3.086 0.06 0.12 0.36
H 1.504 -2.392 -0.459 -0.25 0.01 0.17
H 0.377 -2.954 0.649 -0.02 -0.20 -0.37
H 4.399 4.187 1.166 0.01 -0.28 0.24
H 3.937 3.299 2.378 0.18 0.21 -0.37
O 3.716 4.067 1.835 -0.20 0.07 0.12
H -3.079 0.575 2.084 -0.01 0.57 -0.26
H -2.033 1.603 1.638 -0.68 -0.05 -0.01
O -2.998 1.451 1.664 0.71 -0.52 0.27
```
Forces are in eV/Å.

Atomic partial charges in e from the natural (NBO) method, atoms 1 to 2: number 1, C, carries -0.64; number 2, C, carries 0.06

***

Below is a 2-piece molecular cluster, C3H12N2O2 overall, with properties calculated with ωB97M-V/def2-TZVPD.

Computed properties:
multiplicity	1
gap between HOMO and LUMO	10.016	eV
energy above the lowest of the compared OMol25 structures with the same formula, charge and spin	2.5749	eV
highest occupied orbital energy	-9.1	eV

Geometry as XYZ:
```
19
Properties=species:S:1:pos:R:3:forces:R:3
N -0.041 0.597 2.432 -1.15 0.27 3.28
C -0.661 -0.151 1.320 -1.97 1.59 -1.21
C 0.209 0.232 0.152 1.86 -0.43 -3.68
O -0.308 1.456 -0.551 0.45 -1.07 1.15
C -1.024 -1.721 1.284 2.91 2.08 0.48
N 0.191 -2.525 1.077 1.51 -0.30 2.08
H -0.562 1.501 2.751 0.91 -2.28 -1.29
H -0.088 0.022 3.300 0.21 0.52 -0.74
H -1.640 0.420 1.082 1.09 -1.28 0.30
H 1.282 0.411 0.490 -1.48 -0.16 -0.30
H 0.317 -0.582 -0.708 -0.57 1.46 1.89
H 0.395 2.114 -0.631 -0.08 -0.38 0.14
H -1.639 -1.995 2.117 -0.60 -0.24 0.38
H -1.468 -1.747 0.332 -1.43 -0.31 -0.91
H 0.833 -2.578 1.937 -1.48 0.17 -1.70
H 0.005 -3.488 0.802 -0.18 0.36 0.15
H 1.365 2.201 -6.360 -0.67 0.49 1.42
H 1.761 3.239 -5.337 0.21 0.37 0.28
O 1.073 2.594 -5.489 0.46 -0.85 -1.71
```
Forces are in eV/Å.

Atomic partial charges in e from the natural (NBO) method, atoms 1 to 2: number 1, N, carries -0.86; number 2, C, carries -0.11

***

Below is a 3-piece molecular cluster, C3H12N2O2 overall, with properties calculated with ωB97M-V/def2-TZVPD.

Computed properties:
multiplicity	1
gap between HOMO and LUMO	7.757	eV
energy above the lowest of the compared OMol25 structures with the same formula, charge and spin	2.2268	eV
highest occupied orbital energy	-7.0	eV

Geometry as XYZ:
```
19
Properties=species:S:1:pos:R:3:forces:R:3
C 0.018 0.992 -1.015 0.35 -2.57 -1.24
C 0.086 0.894 0.482 1.64 -0.78 -0.13
C 1.125 0.161 1.006 -2.06 -0.56 2.29
N 1.079 -0.410 2.326 -0.66 0.02 1.40
N -1.049 1.437 1.223 1.55 -1.80 0.04
H -0.093 1.929 -1.438 0.07 2.38 -0.55
H 0.821 0.441 -1.599 -0.25 0.87 1.33
H -0.816 0.439 -1.506 -0.23 0.06 1.05
H 2.103 -0.103 0.642 -0.37 0.19 -1.39
H 0.201 -0.344 2.888 1.20 -0.07 -1.11
H 1.627 -1.262 2.596 -0.75 1.54 -0.97
H -1.554 2.024 0.615 -0.73 0.76 -0.62
H -0.792 1.953 2.054 0.18 -0.08 -0.08
H 2.456 -2.218 -3.275 0.16 -0.40 0.25
H 1.657 -1.011 -3.613 -0.20 -0.81 1.17
O 1.735 -1.703 -2.903 0.05 1.22 -1.44
H -3.209 -0.568 0.023 -0.38 2.61 -0.79
H -2.395 -1.267 1.117 -0.09 0.39 -0.27
O -3.001 -1.385 0.377 0.51 -2.95 1.06
```
Forces are in eV/Å.

Atomic partial charges in e from the natural (NBO) method, atoms 1 to 2: number 1, C, carries -0.66; number 2, C, carries 0.07

***

Below is a 3-piece molecular cluster, C3H12N2O2 overall, with properties calculated with ωB97M-V/def2-TZVPD.

Computed properties:
multiplicity	2
gap between HOMO and LUMO (spin up / spin down)	10.848 / 6.156	eV
energy above the lowest of the compared OMol25 structures with the same formula, charge and spin	3.2369	eV
highest occupied orbital energy (spin up / spin down)	-14.8 / -14.8	eV
total charge	+1

Geometry as XYZ:
```
19
Properties=species:S:1:pos:R:3:forces:R:3
C -2.350 -1.417 0.595 1.74 -2.46 -1.46
C -1.200 -0.729 -0.173 -1.53 2.66 -2.00
N -0.158 2.022 0.285 -3.23 -1.08 -3.03
C 0.194 0.854 0.953 1.47 4.71 1.51
N -0.151 -0.371 0.732 -1.07 -0.77 -1.37
H -2.298 -1.107 1.593 0.11 -0.09 1.76
H -2.074 -2.579 0.434 -1.66 2.66 0.82
H -3.271 -0.989 0.232 -0.46 -0.72 -0.49
H -1.654 0.052 -0.969 1.08 -0.59 2.30
H -0.876 -1.384 -0.928 1.20 -1.46 -0.48
H -0.780 1.985 -0.672 2.09 -0.85 2.77
H -0.292 3.047 0.507 1.44 -1.59 1.00
H 0.904 1.049 1.840 -1.18 -0.27 -1.46
H 1.886 -1.065 0.864 1.48 1.05 -0.29
H 2.973 -1.617 0.063 0.49 1.52 0.25
O 2.752 -0.726 0.464 -2.00 -2.61 -0.04
H 2.039 0.509 -1.320 -0.29 0.39 -1.32
H 2.570 1.502 -2.323 0.04 0.17 -0.35
O 1.785 0.965 -2.176 0.29 -0.66 1.90
```
Forces are in eV/Å.

Atomic partial charges in e from the natural (NBO) method, atoms 1 to 2: number 1, C, carries -0.58; number 2, C, carries -0.30

***

Q: energy above the lowest of the compared OMol25 structures with the same formula, charge and spin of number 10 (C3H12N2O2)?
A: 3.2369 eV

***

Q: Which formula does entry 3 have?
A: C3H12N2O